1.
# C50H49N7O2STeTi

C50H49N7O2STeTi as an isolated structure (the ωB97M-V functional and the def2-TZVPD basis, the Open Molecules 2025 dataset).

XYZ file:
```
111
Properties=species:S:1:pos:R:3:mulliken_charge:R:1
H 2.24367 2.94839 4.72436 0.5319
H -0.25419 6.54480 -1.48110 0.4667
C -1.18259 -3.35276 -3.58117 -1.0284
H -4.31436 2.75734 6.81005 0.3946
H -1.87888 -0.01285 -6.09112 0.4820
N -0.45096 0.21460 3.99830 -1.2075
H -1.25881 -2.22583 -0.40863 -0.8784
C -0.93701 -0.93216 3.62958 0.8487
C 4.57414 -3.68843 -0.19264 0.5256
H -5.02352 -0.83286 2.31262 0.5396
C 2.48513 -1.83382 -0.36579 0.7346
C -0.25201 5.56898 -1.01487 -1.2579
H 6.02689 -4.87950 -1.20361 0.2981
H -0.15650 1.70072 -6.54432 0.4361
H -2.53766 -0.52197 -3.76410 0.4922
C -2.64294 2.98386 0.21568 0.6982
C 0.74166 -2.69827 -4.81309 -1.1554
C -3.99177 0.93735 2.95973 0.5013
C 1.61646 1.68514 3.12079 -0.4154
C -0.92953 -4.24158 -5.91075 -1.7348
H 0.87637 -4.43988 1.05064 0.6087
C -1.75970 0.20253 -3.96696 -0.4159
C 3.81542 -1.40780 -0.56675 1.0829
C -4.95562 2.57175 -0.19525 -1.3517
C -1.39483 0.49753 -5.26858 -0.8339
H 4.89141 -0.24743 3.67255 0.4783
C 0.82916 -3.62077 0.33353 -1.6672
C -3.78267 1.52599 1.60655 0.6075
O 1.06174 0.29479 1.28126 1.3863
C 0.19120 2.11453 -4.47097 -0.9461
H -5.85118 1.21115 1.19527 0.5546
C 3.26830 -4.05482 0.08366 -0.8999
H -5.58170 -1.49977 4.65071 0.4559
C -0.14738 1.79399 -3.16273 0.7117
H 2.19282 1.98423 -0.07093 -0.4376
H 0.24493 -2.81284 0.77046 -0.2995
C -4.72520 -0.22475 3.15577 -0.2338
C -3.45834 2.32169 6.29236 -1.5304
C 3.97802 0.30976 3.50673 -0.7401
H 1.88321 5.38043 -0.96764 0.5605
C -1.73218 -2.59010 -1.30686 -0.8363
H 2.43554 3.08496 1.27461 0.2773
Ti -0.74253 1.02087 1.27544 -0.8069
H -2.08465 -3.60532 -1.12184 0.5790
H 3.90169 0.64329 0.05866 -0.0181
C 2.50546 2.10407 4.09828 -0.6415
H 3.13949 -1.43107 -3.08131 0.1125
C -0.80814 -2.56817 -2.49411 1.1070
H -2.38037 5.40609 -0.89089 0.5732
C -3.91038 1.38535 5.21060 0.6757
H -2.09458 -3.93530 -3.49756 0.5078
H 0.29605 2.34551 -2.34442 0.3519
H 3.33122 -0.98431 1.91413 0.5874
H -1.12105 -2.87852 4.16741 0.2438
S -1.50973 -1.20633 2.01127 -0.7193
N -0.72722 1.28363 3.22633 0.6603
C -3.80720 3.27083 -0.48056 -1.1102
C -5.02722 -0.59084 4.45635 -0.8811
H 3.82021 0.45167 -1.70809 0.1043
H 6.54994 -4.30854 0.37676 0.3891
H -0.03687 3.22069 2.93621 0.7170
H 2.93955 -1.34806 -4.83398 0.5796
H -3.79331 3.98523 -1.28943 0.4031
C 4.82911 -2.35156 -0.48243 -0.8687
C 1.92498 0.58780 2.28918 0.9126
H -0.94480 -5.29912 -5.64282 0.3501
H -2.86709 3.11916 5.84942 0.2883
N -3.61194 1.73062 3.96010 -0.2467
H -0.29432 -4.11285 -6.78512 0.3679
H 3.03701 3.51974 -0.32460 0.6805
H -4.84908 -0.03688 6.52357 0.4578
H 0.32352 -3.99245 -0.55949 0.2761
C -1.38817 3.67548 -0.10436 0.8142
H 5.85098 -2.02850 -0.64612 0.4642
H 5.37775 -5.63263 0.25647 0.3894
C -4.94700 1.70796 0.87472 -0.8953
C 2.21254 -3.15138 -0.00220 0.8971
H 0.92936 2.88306 -4.66298 0.4823
H 1.35602 -2.75719 -5.70450 0.3690
H 3.04874 -5.07620 0.37383 0.4242
C 4.22451 0.03193 -0.78547 -0.9153
C 1.15821 -1.89881 -3.76026 0.2796
C 3.10797 -0.10793 2.50753 -1.3212
C -1.43080 4.93025 -0.69845 -0.6930
H 2.28735 -0.06143 -3.81975 0.1931
H -0.51192 -1.83348 5.40187 0.2558
C 3.69952 1.42213 4.28525 -1.1123
C -4.61641 0.21901 5.49813 -0.5392
H -1.94829 -3.95918 -6.17870 0.3709
N -2.59498 2.08225 1.22147 0.7537
C -0.44507 -3.41427 -4.75329 0.6335
C 0.23250 2.16946 2.95819 -0.3698
H -2.61127 -1.96727 -1.48889 0.3970
H 5.30937 0.09650 -0.84363 0.6231
C 5.69442 -4.68813 -0.18171 -1.6704
N -0.23618 3.05081 0.21397 1.4147
N -0.98248 -1.94929 4.51908 -0.4662
C 2.22393 3.02996 0.20761 -0.9053
C -1.11908 0.82628 -2.90093 -0.0418
H -2.85024 1.79518 7.02967 0.3592
C 0.91642 3.68380 -0.10090 -0.0485
H 4.38098 1.73269 5.06569 0.3937
C -1.58235 0.56653 -1.48549 0.1114
C -0.42213 1.45535 -5.52438 -0.6157
O -2.77228 0.71021 -1.23951 -0.6130
H -5.85596 2.73236 -0.77240 0.4456
C 0.37312 -1.81466 -2.59781 1.1691
Te 1.09948 -0.38206 -1.16958 -0.2380
C 2.45514 -1.14048 -3.88173 -1.5009
C 0.93437 4.92576 -0.72116 -0.6846
N -0.70235 0.19434 -0.50369 0.9538
```

Summary:
* strongest force on any atom: 1.976 eV Å⁻¹
* charge: +1
* HOMO-LUMO gap (alpha / beta): 0.2457 / 0.2449 hartree
* total energy: -3984.05752 a.u.
* multiplicity: 2

***

2.
# C20H35NOS

One molecule with the formula C20H35NOS (the ωB97M-V functional and the def2-TZVPD basis, the Open Molecules 2025 dataset).

XYZ file:
```
58
Properties=species:S:1:pos:R:3:mulliken_charge:R:1
H 2.73517 -1.44228 -0.67586 0.1498
C 4.75405 -0.89052 -1.14026 -0.9462
H -5.87302 2.57451 0.28551 0.2558
H 4.21165 -3.29153 0.13399 0.3427
O -1.92178 -2.99712 0.63122 -0.6111
H -5.05764 2.96077 -2.64086 0.2951
C 4.11264 1.55726 -1.51498 -0.0917
H 2.91783 2.34824 -3.13143 0.3398
H -7.17532 4.37218 -0.85592 0.4107
H -3.61365 -1.33393 1.00833 0.4942
H 3.46909 -0.35615 0.50469 0.2475
H 3.64605 3.58421 -2.10470 0.3737
C -3.05862 -0.47175 0.67469 -0.4061
C -1.71044 -0.61449 0.38287 -0.3658
H -4.99465 1.42805 -1.76534 0.3597
C 4.34122 0.18508 -2.14582 -0.6756
H -1.39163 -0.64762 3.00248 0.3545
H 3.27792 1.50847 -0.81375 0.1347
C -5.43547 3.15042 -0.53331 0.5723
C -3.68888 0.75114 0.53746 -0.4445
H 3.37181 -3.37374 2.56836 0.3973
C 1.72541 -3.42038 1.17606 -0.9336
H -6.03191 5.04299 0.31573 0.4012
H 1.91277 -4.49545 1.09511 0.3756
H 0.63761 -1.12750 1.70841 -0.0556
C -2.97325 1.85341 0.09204 0.7190
C -0.94970 -1.63823 3.06928 -1.7125
N 0.49246 -3.24918 1.92576 -0.2733
H 3.42897 -0.13158 -2.65765 0.2876
H -0.33027 -1.68387 3.96342 0.5483
H -6.55433 2.19056 -2.09702 0.3799
H 4.63926 2.70584 -3.26891 0.3543
C -0.99640 0.49659 -0.05392 -0.4704
C -0.11389 -1.92404 1.82749 0.8843
H -1.74840 -2.37121 3.15507 0.3297
C -1.00778 -1.93310 0.55635 -0.1707
H -0.34658 -2.08402 -0.31651 0.3991
C -6.12012 4.50474 -0.62515 -1.5582
C -5.51360 2.38172 -1.84044 -1.2341
C 4.03296 -2.40994 0.75404 -0.9114
C 3.65656 -1.22303 -0.13199 -0.0481
C 3.81063 2.61495 -2.56974 -1.3955
H -5.66323 5.10512 -1.40875 0.3734
H 5.64951 -0.56323 -0.60654 0.3241
H 5.00375 1.84800 -0.95368 0.2851
H 0.05332 0.40084 -0.29348 0.5889
H -4.73561 0.83411 0.78629 0.2714
C -1.61888 1.71863 -0.19907 -1.1448
H 4.96597 -2.17625 1.27233 0.4314
H 5.01215 -1.79981 -1.68925 0.3802
S -3.67209 3.47016 -0.08993 -0.2803
H 5.12631 0.27531 -2.90085 0.3884
H 0.65274 -3.48952 2.89886 0.2873
C 2.95470 -2.72983 1.79021 -0.4143
H 2.64530 -1.79764 2.27025 0.3087
H -1.06709 2.58060 -0.54216 0.4246
H 1.55046 -3.04136 0.16802 0.2158
H -1.42405 -3.73561 1.01292 0.4577
```

Summary:
* strongest force on any atom: 0.555 eV Å⁻¹
* HOMO-LUMO gap: 0.3205 hartree
* total energy: -1311.27207 a.u.
* multiplicity: 1

***

The lowest total energy belongs to which entry?
C50H49N7O2STeTi

***

Number 1 is which compound?
C50H49N7O2STeTi